Record 1
Here is an isolated molecule of C2H7N3O from OMol25. Energies are from the ωB97M-V functional and the def2-TZVPD basis.

## Properties
Highest occupied orbital energy, eV: -8.77
Net charge: 0
LUMO level, Eh: 0.0331
Kohn-Sham gap, eV: 9.673
SMILES: NCC(=O)NN

Last columns: bonded neighbours and bond lengths (Å).
CARTESIAN COORDINATES (ANGSTROEM)
1 N 1.7398 -0.7151 -0.5678  C2 1.459, H7 1.015, H8 1.015
2 C 0.8422 -0.8523 0.5747  N1 1.459, C3 1.524, H9 1.096, H10 1.102
3 C -0.5073 -0.2466 0.2090  C2 1.524, O4 1.227, N5 1.364
4 O -1.4332 -0.9520 -0.1790  C3 1.227
5 N -0.5756 1.1044 0.0361  C3 1.364, N6 1.374, H11 1.083
6 N -1.6917 1.7060 -0.4932  N5 1.374, H12 1.016, H13 1.022
7 H 1.3348 -1.1742 -1.3773  N1 1.015
8 H 2.6333 -1.1523 -0.3658  N1 1.015
9 H 1.2630 -0.3050 1.4258  C2 1.096
10 H 0.6691 -1.8957 0.8830  C2 1.102
11 H 0.2148 1.3813 0.7220  N5 1.083
12 H -2.3150 2.0713 0.2209  N6 1.016
13 H -2.1741 1.0301 -1.0884  N6 1.022

Record 2
Here is a cluster of 10 separate species, C26H78N6O10 in total from OMol25. Energies are from the ωB97M-V functional and the def2-TZVPD basis.

## Properties
Multiplicity: 2
Highest occupied orbital energy (alpha / beta), eV: -10.67 / -10.67
Net charge: +1
LUMO level (alpha / beta), Eh: -0.1103 / -0.3117
Kohn-Sham gap (alpha / beta), eV: 7.673 / 2.194

Last columns: bonded neighbours and bond lengths (Å).
CARTESIAN COORDINATES (ANGSTROEM)
1 O 6.4587 -0.2457 -1.8068  H2 0.957, H3 0.957
2 H 7.1083 0.1850 -1.2511  O1 0.957
3 H 6.4251 0.2923 -2.5978  O1 0.957
4 O 6.5435 1.4501 -4.3569  H5 0.957, H6 0.957
5 H 6.0063 2.2383 -4.2769  O4 0.957
6 H 7.1324 1.6343 -5.0887  O4 0.957
7 O -2.9514 -0.5179 -1.9256  H8 0.957, H9 0.957
8 H -2.3064 -0.4772 -1.2195  O7 0.957
9 H -2.9983 -1.4461 -2.1545  O7 0.957
10 C 0.0779 1.3794 1.0081  C11 1.546, H16 1.090, H17 1.090, H18 1.090
11 C 0.0506 0.3771 -0.1681  C10 1.546, C12 1.555, N15 1.494, H19 1.090
12 C 1.4421 -0.1089 -0.6625  C11 1.555, O13 1.463, H20 1.090, H21 1.090
13 O 2.2207 0.9638 -1.2829  C12 1.463, C14 1.403
14 C 3.3199 0.6017 -2.0752  O13 1.403, H22 1.090, H23 1.090, H24 1.090
15 N -0.8293 -0.7729 0.1988  C11 1.494, H25 1.010, H26 1.010
16 H 0.2644 0.9622 1.9977  C10 1.090
17 H -0.8519 1.9294 0.8629  C10 1.090
18 H 0.8541 2.1402 0.9260  C10 1.090
19 H -0.6149 0.6372 -0.9913  C11 1.090
20 H 1.2703 -0.8220 -1.4687  C12 1.090
21 H 2.0174 -0.5587 0.1467  C12 1.090
22 H 3.9233 1.4216 -2.4648  C14 1.090
23 H 3.1658 -0.0920 -2.9016  C14 1.090
24 H 4.0209 0.0706 -1.4313  C14 1.090
25 H -0.7948 -1.4617 -0.5390  N15 1.010
26 H -0.5482 -1.2863 1.0219  N15 1.010
27 C -3.2923 -4.1840 0.0619  C28 1.600, H33 1.090, H34 1.090, H35 1.090
28 C -3.8600 -3.6987 -1.3530  C27 1.600, C29 1.527, N32 1.526, H36 1.090
29 C -5.1956 -2.9727 -1.2068  C28 1.527, O30 1.391, H37 1.090, H38 1.090
30 O -6.0714 -3.7435 -0.4487  C29 1.391, C31 1.424
31 C -7.3174 -3.1200 -0.1534  O30 1.424, H39 1.090, H40 1.090, H41 1.090
32 N -2.8106 -3.1203 -2.2979  C28 1.526, H42 1.010, H43 1.010
33 H -3.9504 -4.5147 0.8654  C27 1.090
34 H -2.7480 -3.3657 0.5332  C27 1.090
35 H -2.6570 -5.0533 -0.1081  C27 1.090
36 H -4.0683 -4.5127 -2.0473  C28 1.090
37 H -5.6305 -2.5230 -2.0993  C29 1.090
38 H -5.0111 -2.1070 -0.5706  C29 1.090
39 H -7.2377 -2.0331 -0.1375  C31 1.090
40 H -7.5621 -3.4729 0.8485  C31 1.090
41 H -8.1443 -3.4621 -0.7759  C31 1.090
42 H -2.0495 -3.7772 -2.3954  N32 1.010
43 H -3.2470 -3.1447 -3.2084  N32 1.010
44 C -1.8546 4.5968 2.2018  C45 1.571, H50 1.090, H51 1.090, H52 1.090
45 C -3.1425 5.4328 2.5344  C44 1.571, C46 1.560, N49 1.444, H53 1.090
46 C -2.9724 6.7196 3.4003  C45 1.560, O47 1.501, H54 1.090, H55 1.090
47 O -2.6584 6.1785 4.7652  C46 1.501, C48 1.387
48 C -1.8463 6.9982 5.5349  O47 1.387, H56 1.090, H57 1.090, H58 1.090
49 N -3.7496 5.8725 1.3003  C45 1.444, H59 1.010, H60 1.010
50 H -2.0087 3.9823 1.3149  C44 1.090
51 H -1.6506 3.9634 3.0651  C44 1.090
52 H -1.0501 5.2935 1.9660  C44 1.090
53 H -3.8365 4.7173 2.9754  C45 1.090
54 H -3.8693 7.3351 3.3307  C46 1.090
55 H -2.0966 7.1092 2.8814  C46 1.090
56 H -1.0022 7.3586 4.9468  C48 1.090
57 H -1.4898 6.4374 6.3989  C48 1.090
58 H -2.2850 7.9630 5.7894  C48 1.090
59 H -3.0529 6.4253 0.8217  N49 1.010
60 H -3.9292 5.0480 0.7453  N49 1.010
61 C 3.2488 4.1208 0.3551  C62 1.582, H67 1.090, H68 1.090, H69 1.090
62 C 4.1847 4.5077 -0.8607  C61 1.582, C63 1.539, N66 1.439, H70 1.090
63 C 3.3340 4.8957 -2.0832  C62 1.539, O64 1.398, H71 1.090, H72 1.090
64 O 4.1094 5.3661 -3.1477  C63 1.398, C65 1.447
65 C 3.4341 6.2974 -4.0259  O64 1.447, H73 1.090, H74 1.090, H75 1.090
66 N 4.8805 5.6791 -0.3977  C62 1.439, H76 1.010, H77 1.010
67 H 2.6306 3.2445 0.1606  C61 1.090
68 H 2.6364 4.9461 0.7184  C61 1.090
69 H 3.9356 3.7623 1.1219  C61 1.090
70 H 4.8304 3.7479 -1.3010  C62 1.090
71 H 2.6667 5.6571 -1.6793  C63 1.090
72 H 2.7820 4.0165 -2.4155  C63 1.090
73 H 2.3470 6.2244 -4.0592  C65 1.090
74 H 3.9439 6.3973 -4.9841  C65 1.090
75 H 3.5398 7.3185 -3.6594  C65 1.090
76 H 5.5116 6.0663 -1.0847  N66 1.010
77 H 4.2164 6.3256 0.0036  N66 1.010
78 C 2.2116 -4.4131 2.1285  C79 1.565, H84 1.090, H85 1.090, H86 1.090
79 C 1.2558 -3.9119 3.2618  C78 1.565, C80 1.558, N83 1.429, H87 1.090
80 C 0.4554 -2.6569 2.8016  C79 1.558, O81 1.409, H88 1.090, H89 1.090
81 O 1.2764 -1.6362 2.2815  C80 1.409, C82 1.407
82 C 2.4085 -1.1196 2.9388  O81 1.407, H90 1.090, H91 1.090, H92 1.090
83 N 0.4219 -5.0568 3.4479  C79 1.429, H93 1.010, H94 1.010
84 H 2.6332 -5.4045 2.2946  C78 1.090
85 H 2.9923 -3.7987 1.6803  C78 1.090
86 H 1.5855 -4.4652 1.2378  C78 1.090
87 H 1.8400 -3.7902 4.1739  C79 1.090
88 H -0.1417 -2.2525 3.6189  C80 1.090
89 H -0.2222 -2.9395 1.9960  C80 1.090
90 H 2.1542 -1.0062 3.9927  C82 1.090
91 H 2.5600 -0.1850 2.3987  C82 1.090
92 H 3.2767 -1.7757 2.8783  C82 1.090
93 H -0.1759 -4.8758 4.2417  N83 1.010
94 H -0.1599 -5.0428 2.6224  N83 1.010
95 C -0.5120 -5.7685 -1.7313  C96 1.501, H101 1.090, H102 1.090, H103 1.090
96 C 0.5012 -6.2521 -2.7272  C95 1.501, C97 1.471, N100 1.460, H104 1.090
97 C 1.8794 -5.8612 -2.3942  C96 1.471, O98 1.431, H105 1.090, H106 1.090
98 O 1.9538 -4.4368 -2.2778  C97 1.431, C99 1.447
99 C 3.1913 -3.8125 -1.8626  O98 1.447, H107 1.090, H108 1.090, H109 1.090
100 N 0.4768 -7.7066 -2.8470  C96 1.460, H110 1.010, H111 1.010
101 H -0.4358 -6.5288 -0.9540  C95 1.090
102 H -1.4890 -5.6979 -2.2093  C95 1.090
103 H -0.2044 -4.8582 -1.2166  C95 1.090
104 H 0.1814 -5.8046 -3.6682  C96 1.090
105 H 2.6188 -6.2738 -3.0805  C97 1.090
106 H 2.1491 -6.2666 -1.4190  C97 1.090
107 H 3.1579 -2.7235 -1.8954  C99 1.090
108 H 4.0421 -4.1166 -2.4724  C99 1.090
109 H 3.4477 -4.0426 -0.8285  C99 1.090
110 H 1.2646 -7.8941 -3.4505  N100 1.010
111 H 0.6154 -8.1449 -1.9477  N100 1.010
112 C -4.0342 0.2616 1.2037  C113 1.488, H115 1.090, H116 1.090, H117 1.090
113 C -3.9263 1.7455 1.1674  C112 1.488, O114 1.479, H118 1.090, H119 1.090
114 O -5.0709 2.3901 0.4872  C113 1.479, H120 0.960
115 H -3.0316 -0.0680 1.4761  C112 1.090
116 H -4.3855 -0.2640 0.3157  C112 1.090
117 H -4.6168 -0.1146 2.0447  C112 1.090
118 H -2.9316 1.9859 0.7920  C113 1.090
119 H -3.7637 2.1054 2.1833  C113 1.090
120 H -4.7403 2.7846 -0.3232  O114 0.960

| no. | maximum force (eV Å⁻¹) |
| --- | --- |
| 1 | 5.3 |
| 2 | 3.8 |